Entry from OMol25: a 5-piece molecular cluster, C37H35F5N4O2S overall (ωB97M-V/def2-TZVPD).

Output
- frontier orbital gap (Ha) = 0.2986
- calculated total energy (Eh) = -2697.8271
- total charge = 0
- SMILES string = CCC1=CC(=O)c2c(CCCS)ccc(C(F)(F)C(F)(F)F)c2C1=O.c1ccncc1.c1ccncc1.c1ccncc1.c1ccncc1

Geometry (Å):
C 0.916 -4.862 -1.465
C -0.074 -4.812 -2.725
C -0.194 -3.275 -3.092
C 0.956 -2.621 -3.415
C 0.827 -1.089 -3.718
O 1.454 -0.551 -4.597
C -0.225 -0.350 -2.813
C 0.028 0.998 -2.314
C 1.305 1.855 -2.548
C 2.681 1.143 -2.294
C 2.743 0.179 -1.051
S 3.588 -1.445 -1.425
C -1.027 1.598 -1.469
C -2.269 0.899 -1.164
C -2.537 -0.466 -1.663
C -3.870 -1.221 -1.340
F -3.582 -2.424 -0.713
F -4.599 -1.454 -2.496
C -4.847 -0.359 -0.426
F -4.337 -0.132 0.827
F -5.996 -1.108 -0.268
F -5.236 0.775 -1.109
C -1.478 -1.064 -2.471
C -1.569 -2.528 -3.044
O -2.590 -3.022 -3.441
H 0.903 -3.886 -0.898
H 0.644 -5.659 -0.732
H 1.968 -4.963 -1.845
H -1.090 -5.152 -2.378
H 0.323 -5.421 -3.570
H 1.949 -3.118 -3.462
H 1.289 2.258 -3.595
H 1.261 2.737 -1.847
H 3.090 0.594 -3.185
H 3.430 1.963 -2.098
H 1.758 -0.094 -0.601
H 3.366 0.630 -0.229
H 3.516 -1.685 -2.773
H -0.901 2.612 -1.024
H -3.006 1.426 -0.517
C -6.771 2.590 0.997
C -6.123 2.245 2.156
C -6.365 2.989 3.298
N -7.197 4.036 3.337
C -7.816 4.357 2.192
C -7.640 3.668 1.000
H -6.600 2.018 0.096
H -5.440 1.406 2.175
H -5.877 2.750 4.236
H -8.483 5.211 2.250
H -8.168 3.967 0.104
C -3.551 2.326 5.979
C -3.630 1.161 5.234
C -2.523 0.327 5.204
N -1.381 0.583 5.850
C -1.329 1.715 6.562
C -2.380 2.614 6.660
H -4.396 3.004 6.029
H -4.529 0.905 4.689
H -2.537 -0.599 4.637
H -0.390 1.897 7.073
H -2.283 3.515 7.252
C 6.944 -5.920 -2.913
C 7.573 -6.268 -1.729
C 7.304 -5.512 -0.598
N 6.476 -4.463 -0.583
C 5.882 -4.145 -1.738
C 6.079 -4.838 -2.923
H 7.126 -6.487 -3.819
H 8.255 -7.106 -1.682
H 7.770 -5.747 0.353
H 5.217 -3.288 -1.696
H 5.570 -4.536 -3.829
C 4.095 5.163 2.097
C 5.079 4.890 1.161
C 4.773 4.026 0.122
N 3.582 3.435 -0.029
C 2.649 3.714 0.888
C 2.852 4.565 1.962
H 4.294 5.835 2.924
H 6.061 5.337 1.235
H 5.509 3.783 -0.637
H 1.693 3.219 0.742
H 2.058 4.755 2.673

Forces on atoms 1 to 3 (eV/Å):
0.031 0.428 -0.355
-0.515 1.404 1.354
1.021 -0.708 -0.259